Entry 1:
An isolated molecule of H2N2O3 at a distorted geometry. Source: the Open Molecules 2025 dataset; level of theory: ωB97M-V with the def2-TZVPD basis set.

```
7
H2N2O3 ωB97M-V with the def2-TZVPD basis set
O -1.79 0.78 0.01
N -0.97 -0.07 0.02
O -1.06 -1.27 0.06
N 0.34 0.46 -0.03
O 1.44 -0.33 -0.16
H 0.36 1.30 -0.53
H 1.67 -0.86 0.63
```

Values from the calculation:
Maximum force (eV Å⁻¹): 3.19
LUMO level (eV): 0.672
E (eV): -9149.773
Molecular weight (g/mol): 78.03
2S+1: 1
Gap between HOMO and LUMO (eV): 11.149

Mulliken atomic charge list, values in e, 2 entries: -0.59, 1.13



Entry 2:
An isolated molecule of C3H8NO3PS at a distorted geometry. Source: the Open Molecules 2025 dataset; level of theory: ωB97M-V with the def2-TZVPD basis set.

```
17
C3H8NO3PS ωB97M-V with the def2-TZVPD basis set
H 2.81 1.63 -0.46
N 1.94 1.08 -0.34
C 0.96 1.87 -0.31
O -0.29 1.41 -0.23
P -0.59 0.09 0.69
O -0.18 0.35 2.03
O -2.13 0.06 0.40
C -2.66 -0.09 -0.95
S 0.26 -1.59 -0.32
C 1.66 -1.77 0.85
H 1.06 2.91 -0.52
H -2.81 -1.22 -0.93
H -1.92 0.24 -1.81
H -3.59 0.43 -1.23
H 2.28 -0.98 0.44
H 2.06 -2.83 0.94
H 1.14 -1.59 1.75
```

Values from the calculation:
Maximum force (eV Å⁻¹): 2.99
LUMO level (eV): 0.727
E (eV): -30998.288
Molecular weight (g/mol): 169.14
2S+1: 1
Gap between HOMO and LUMO (eV): 9.981

Mulliken atomic charge list, values in e, 2 entries: 0.20, -0.48



Entry 3:
A structure of composition C24H21BrN4OPt. Source: the Open Molecules 2025 dataset; level of theory: ωB97M-V with the def2-TZVPD basis set.

```
52
C24H21BrN4OPt ωB97M-V with the def2-TZVPD basis set
Pt -1.77 1.21 0.07
Br 4.44 -3.07 2.97
C 3.94 -3.32 1.16
C 4.87 -3.09 0.16
C 4.49 -3.27 -1.17
C 3.19 -3.64 -1.49
C 2.28 -3.90 -0.47
C 2.65 -3.75 0.86
N 2.93 -3.90 -2.88
N 1.84 -3.62 -3.43
C 0.86 -2.79 -2.79
C -0.44 -3.22 -2.89
C -1.49 -2.58 -2.24
C -1.28 -1.43 -1.48
O -2.22 -0.83 -0.83
C 0.07 -0.90 -1.48
N 0.25 0.28 -0.84
C 1.42 0.88 -0.88
C 2.51 0.34 -1.59
C 2.36 -0.86 -2.22
C 1.13 -1.55 -2.15
H 5.87 -2.79 0.40
H 5.20 -3.11 -1.97
H 1.27 -4.23 -0.70
H 1.95 -3.95 1.65
H -0.63 -4.13 -3.46
H -2.50 -2.96 -2.31
H 1.50 1.82 -0.35
H 3.44 0.89 -1.64
H 3.18 -1.27 -2.79
C -0.46 2.24 2.47
N -1.67 1.47 2.09
C -1.65 0.15 2.74
C -2.90 2.23 2.48
C -3.07 3.32 1.48
C -3.49 4.62 1.71
C -3.60 5.50 0.65
C -3.29 5.07 -0.64
C -2.83 3.78 -0.87
C -2.70 2.89 0.20
H -0.45 2.39 3.55
H -0.48 3.20 1.96
H 0.42 1.68 2.17
H -1.71 0.27 3.82
H -0.73 -0.37 2.48
H -2.50 -0.44 2.38
H -2.84 2.57 3.52
H -3.72 1.51 2.40
H -3.73 4.94 2.72
H -3.92 6.52 0.81
H -3.39 5.76 -1.47
H -2.59 3.46 -1.88
```

Values from the calculation:
Maximum force (eV Å⁻¹): 0.82
LUMO level (eV): -0.544
E (eV): -106523.053
Molecular weight (g/mol): 656.44
2S+1: 1
Gap between HOMO and LUMO (eV): 6.640

Mulliken atomic charge list, values in e, 2 entries: 0.85, -0.19



Entry 4:
A structure of composition C36H34AsBaN6O8S2. Source: the Open Molecules 2025 dataset; level of theory: ωB97M-V with the def2-TZVPD basis set.

```
88
C36H34AsBaN6O8S2 ωB97M-V with the def2-TZVPD basis set
Ba 0.32 0.91 0.81
C -3.32 -0.29 -1.13
N -2.36 0.75 -1.46
C -1.82 0.62 -2.80
C -0.58 -0.23 -2.92
C -0.46 -1.19 -3.92
C 0.77 -1.80 -4.11
C 1.82 -1.46 -3.29
C 1.60 -0.51 -2.30
N 0.43 0.10 -2.12
C -2.91 2.09 -1.27
C -3.41 2.32 0.13
C -4.62 2.94 0.38
C -5.03 3.12 1.69
C -4.21 2.66 2.71
C -3.01 2.07 2.37
N -2.61 1.89 1.11
C -2.80 -1.47 -0.35
C -3.16 -2.77 -0.71
C -2.82 -3.82 0.13
C -2.13 -3.54 1.29
C -1.79 -2.23 1.55
N -2.11 -1.21 0.76
H -4.10 0.15 -0.51
H -3.82 -0.66 -2.04
H -2.58 0.26 -3.51
H -1.52 1.62 -3.13
H -1.31 -1.42 -4.55
H 0.89 -2.55 -4.89
H 2.79 -1.92 -3.40
H 2.40 -0.20 -1.64
H -2.11 2.81 -1.47
H -3.73 2.31 -1.98
H -5.23 3.28 -0.45
H -5.97 3.61 1.91
H -4.48 2.80 3.75
H -2.31 1.76 3.13
H -3.71 -2.94 -1.63
H -3.08 -4.84 -0.13
H -1.83 -4.33 1.97
H -1.23 -1.99 2.45
C 7.64 -3.19 1.44
C 6.18 -2.89 1.65
C 5.42 -3.63 2.55
C 4.07 -3.37 2.74
C 3.47 -2.35 2.01
C 4.21 -1.60 1.11
C 5.56 -1.87 0.94
S 1.74 -2.02 2.20
O 1.23 -3.01 3.13
O 1.63 -0.63 2.63
N 1.11 -2.04 0.76
C 0.86 -3.21 0.08
C 1.26 -4.50 0.50
C 0.93 -5.60 -0.25
C 0.21 -5.43 -1.43
C -0.14 -4.14 -1.77
N 0.18 -3.06 -1.06
H 8.01 -3.91 2.17
H 8.24 -2.28 1.52
H 7.81 -3.60 0.44
H 5.89 -4.42 3.12
H 3.47 -3.93 3.44
H 3.74 -0.80 0.55
H 6.14 -1.28 0.24
H 1.80 -4.62 1.43
H 1.23 -6.59 0.07
H -0.08 -6.27 -2.06
H -0.70 -3.94 -2.68
O -1.86 4.91 2.96
As -0.21 4.52 2.34
O 0.79 5.45 3.23
O -0.10 2.87 2.39
C -0.54 5.20 0.54
C -1.11 6.47 0.52
C -1.44 7.11 -0.67
C -1.19 6.46 -1.87
C -0.62 5.21 -1.87
C -0.28 4.56 -0.68
S 2.20 3.40 -0.82
O 2.38 1.94 -0.62
O 2.46 4.20 0.36
O 0.29 3.33 -0.80
H -1.70 5.17 3.88
H -1.30 6.96 1.46
H -1.88 8.10 -0.65
H -1.44 6.94 -2.81
H -0.40 4.69 -2.80
```

Values from the calculation:
Maximum force (eV Å⁻¹): 0.84
LUMO level (eV): 2.168
E (eV): -146413.909
Molecular weight (g/mol): 955.09
2S+1: 1
Net charge: -1
Gap between HOMO and LUMO (eV): 7.830

Mulliken atomic charge list, values in e, 2 entries: 2.02, -1.16



Entry 5:
An isolated molecule of CH4O2 at a distorted geometry. Source: the Open Molecules 2025 dataset; level of theory: ωB97M-V with the def2-TZVPD basis set.

```
7
CH4O2 ωB97M-V with the def2-TZVPD basis set
O 0.99 -0.40 -0.27
C -0.38 -0.04 -0.24
O -0.41 1.06 0.56
H 1.00 -1.32 0.06
H -0.73 0.39 -1.28
H -1.00 -0.85 0.26
H 0.52 1.16 0.92
```

Values from the calculation:
Maximum force (eV Å⁻¹): 2.71
LUMO level (eV): 0.809
E (eV): -5195.881
Molecular weight (g/mol): 48.04
2S+1: 1
Gap between HOMO and LUMO (eV): 11.019

Mulliken atomic charge list, values in e, 2 entries: -0.53, 0.01



Entry 6:
An isolated molecule of C3H5NO at a distorted geometry. Source: the Open Molecules 2025 dataset; level of theory: ωB97M-V with the def2-TZVPD basis set.

```
10
C3H5NO ωB97M-V with the def2-TZVPD basis set
C 1.44 -0.86 0.16
C 0.82 0.33 0.09
C -0.62 0.53 0.04
N -1.65 -0.02 -0.83
O -1.48 -0.51 0.47
H 2.44 -0.85 0.32
H 1.03 -1.87 -0.08
H 1.40 1.30 0.20
H -0.87 1.37 0.67
H -2.50 0.57 -1.05
```

Values from the calculation:
Maximum force (eV Å⁻¹): 2.98
LUMO level (eV): 0.947
E (eV): -6725.498
Molecular weight (g/mol): 71.08
2S+1: 1
Gap between HOMO and LUMO (eV): 10.364

Mulliken atomic charge list, values in e, 2 entries: -0.75, -0.27



Entry 7:
A structure of composition C5H9NO at a distorted geometry. Source: the Open Molecules 2025 dataset; level of theory: ωB97M-V with the def2-TZVPD basis set.

```
16
C5H9NO ωB97M-V with the def2-TZVPD basis set
C 1.19 -0.85 0.28
C 0.26 1.31 0.40
C -1.03 0.71 -0.14
C -1.32 -0.44 0.73
C -0.20 -1.11 -0.05
H 2.00 -1.33 -0.34
H 1.41 -1.12 1.34
H 1.67 0.51 -1.09
H 0.47 1.84 1.44
H 0.24 2.13 -0.65
H -1.48 1.55 -0.83
H -1.24 -0.27 1.73
H -2.43 -0.58 0.19
H -0.24 -2.18 -0.36
N 1.38 0.50 -0.01
O -0.43 -0.22 -1.08
```

Values from the calculation:
Maximum force (eV Å⁻¹): 6.86
LUMO level (eV): 0.836
E (eV): -8862.758
Molecular weight (g/mol): 99.13
2S+1: 1
Gap between HOMO and LUMO (eV): 9.204

Mulliken atomic charge list, values in e, 2 entries: -0.74, -0.43